Entry 1:
# C30H33Br2N6OS5Ta

A molecular structure, C30H33Br2N6OS5Ta (wB97M-V/def2-TZVPD, OMol25).

Positions of all 78 atoms, in Å:
Ta: 0.092 -0.791 0.746
C: -0.749 -2.486 4.971
C: -0.618 -2.278 3.499
N: -0.307 -1.139 2.980
N: -0.152 -0.110 3.904
C: -0.572 1.023 3.422
N: -0.507 2.110 4.224
S: -1.153 1.225 1.807
C: -0.921 -3.374 2.571
C: -1.192 -4.659 3.007
C: -1.530 -5.623 2.068
C: -1.614 -5.254 0.743
C: -1.322 -3.942 0.394
N: -0.963 -3.024 1.280
H: -0.943 -1.545 5.471
H: 0.194 -2.884 5.357
H: -1.541 -3.197 5.193
H: -0.334 1.972 5.205
H: -0.937 2.963 3.918
H: -1.125 -4.911 4.054
H: -1.730 -6.641 2.376
H: -1.896 -5.958 -0.027
H: -1.374 -3.611 -0.632
C: -0.698 3.973 -1.541
C: -1.908 3.088 -1.611
C: -3.085 3.596 -2.213
C: -4.202 2.828 -2.240
C: -4.175 1.535 -1.669
C: -5.314 0.703 -1.581
Br: -6.981 1.250 -2.300
C: -5.242 -0.495 -0.947
C: -4.015 -0.940 -0.427
Br: -4.086 -2.572 0.519
C: -2.836 -0.233 -0.557
O: -1.692 -0.745 -0.137
C: -2.942 1.083 -1.137
N: -1.843 1.878 -1.114
H: -0.938 4.889 -0.996
H: -0.377 4.263 -2.544
H: 0.120 3.470 -1.040
H: -3.080 4.594 -2.632
H: -5.121 3.193 -2.678
H: -6.117 -1.118 -0.836
S: 0.493 -2.133 -1.344
S: 1.701 -3.771 -0.969
S: 3.103 -2.984 0.296
S: 1.876 -2.349 1.807
C: 4.637 -1.029 -3.456
C: 3.396 -0.311 -2.997
C: 2.517 0.257 -3.916
C: 1.371 0.915 -3.496
C: 0.402 1.498 -4.490
C: 1.111 0.997 -2.132
C: 1.962 0.424 -1.202
C: 3.113 -0.217 -1.643
N: 1.590 0.452 0.201
C: 2.445 1.434 1.004
C: 1.800 2.824 0.948
C: 2.616 0.948 2.438
C: 3.871 1.622 0.466
H: 4.509 -1.437 -4.458
H: 4.882 -1.849 -2.780
H: 5.494 -0.352 -3.480
H: 2.726 0.167 -4.978
H: 0.881 2.257 -5.112
H: -0.448 1.958 -3.985
H: 0.016 0.724 -5.157
H: 0.195 1.442 -1.779
H: 3.763 -0.704 -0.934
H: 0.722 2.787 1.072
H: 2.030 3.302 -0.006
H: 2.220 3.450 1.739
H: 1.680 0.810 2.967
H: 3.199 1.685 2.993
H: 3.146 -0.002 2.454
H: 3.897 1.950 -0.570
H: 4.482 0.726 0.572
H: 4.325 2.405 1.077

The value obtained for the frontier orbital gap is 0.234 hartree. The value obtained for the HOMO energy is -7.26 eV. For the molecular weight, the calculation gives 994.73 g/mol. For the total energy, the calculation gives -8762.9235 Eh. As for the charge: 0.



Entry 2:
# C30H33BrN8O3S3SeYb

A molecular structure, C30H33BrN8O3S3SeYb (wB97M-V/def2-TZVPD, OMol25).

Positions of all 80 atoms, in Å:
Yb: 0.710 -0.718 0.616
C: -0.369 2.510 4.019
C: 0.319 1.542 3.108
N: -0.198 0.442 2.724
N: -1.438 0.098 3.175
C: -1.800 -1.209 3.120
N: -3.061 -1.463 3.494
S: -0.728 -2.405 2.644
C: 1.711 1.783 2.629
C: 2.339 2.999 2.795
C: 3.637 3.156 2.318
C: 4.264 2.087 1.712
C: 3.560 0.895 1.598
N: 2.319 0.745 2.042
H: -0.933 1.975 4.783
H: -1.063 3.143 3.458
H: 0.340 3.154 4.533
H: -2.112 0.811 3.401
H: -3.758 -0.737 3.407
H: -3.388 -2.392 3.278
H: 1.832 3.827 3.272
H: 4.147 4.105 2.426
H: 5.272 2.162 1.327
H: 4.007 0.030 1.122
C: -5.196 0.905 -5.467
C: -4.566 0.619 -4.129
C: -3.638 1.504 -3.581
C: -3.040 1.250 -2.360
C: -3.366 0.090 -1.668
C: -4.325 -0.780 -2.170
C: -4.912 -0.512 -3.396
S: -2.549 -0.318 -0.163
O: -2.041 0.904 0.430
O: -3.494 -1.084 0.612
N: -1.214 -1.140 -0.509
C: -1.137 -2.528 -0.646
C: -2.152 -3.407 -1.021
C: -1.860 -4.751 -1.114
C: -0.576 -5.203 -0.827
C: 0.358 -4.272 -0.437
N: 0.093 -2.968 -0.343
H: -4.433 1.135 -6.212
H: -5.866 1.766 -5.406
H: -5.775 0.053 -5.823
H: -3.392 2.414 -4.119
H: -2.354 1.957 -1.916
H: -4.646 -1.631 -1.584
H: -5.665 -1.188 -3.784
H: -3.143 -3.036 -1.216
H: -2.632 -5.451 -1.407
H: -0.312 -6.248 -0.897
H: 1.366 -4.574 -0.177
Br: 3.769 -3.595 5.272
C: 3.632 -3.374 3.409
C: 4.479 -4.045 2.546
C: 4.323 -3.834 1.184
C: 3.338 -2.969 0.743
N: 2.523 -2.326 1.587
C: 2.668 -2.527 2.898
H: 5.241 -4.711 2.929
H: 4.961 -4.333 0.467
H: 3.190 -2.771 -0.309
H: 1.989 -2.001 3.557
Se: 3.759 0.153 -3.352
C: 2.794 -0.431 -2.002
N: 2.171 -0.799 -1.080
O: 0.819 1.461 -0.106
S: 0.038 2.509 -0.903
C: 0.654 2.361 -2.607
C: 1.260 3.704 -2.994
C: 1.970 4.193 -1.734
C: 0.930 4.064 -0.626
H: -0.155 2.014 -3.250
H: 1.420 1.587 -2.546
H: 0.480 4.414 -3.283
H: 1.937 3.584 -3.840
H: 2.329 5.218 -1.826
H: 2.827 3.549 -1.519
H: 0.179 4.857 -0.672
H: 1.331 4.002 0.386

The value obtained for the frontier orbital gap (alpha / beta) is 0.249 / 0.249 hartree. The value obtained for the HOMO energy (alpha / beta) is -9.94 / -9.94 eV. For the molecular weight, the calculation gives 981.75 g/mol. The spin multiplicity is 2. For the total energy, the calculation gives -9155.4575 Eh. As for the relative energy (zero: lowest compared OMol25 entry of this formula, charge and spin): 0.000 eV. As for the charge: +1.



Entry 3:
# C30H33FN4O6OsPS

A molecular structure, C30H33FN4O6OsPS (wB97M-V/def2-TZVPD, OMol25).

Positions of all 77 atoms, in Å:
Os: -1.216 0.233 0.291
C: 3.800 5.475 -1.795
C: 4.388 4.406 -0.895
C: 5.656 3.791 -1.455
C: 6.274 2.855 -0.431
C: 5.265 1.843 0.047
C: 5.669 0.660 0.611
C: 4.734 -0.298 1.017
F: 5.176 -1.422 1.566
C: 3.395 -0.120 0.849
C: 2.948 1.080 0.269
C: 1.561 1.309 0.043
O: 0.717 0.310 0.354
C: 1.153 2.512 -0.477
C: 2.122 3.474 -0.781
N: 3.408 3.283 -0.614
C: 3.879 2.075 -0.102
C: -0.261 2.927 -0.733
O: -0.532 4.021 -1.114
O: -1.229 2.015 -0.491
H: 4.596 6.182 -2.024
H: 3.001 6.046 -1.322
H: 3.443 5.059 -2.739
H: 4.610 4.834 0.086
H: 6.348 4.593 -1.705
H: 5.425 3.257 -2.382
H: 6.638 3.431 0.425
H: 7.139 2.337 -0.844
H: 6.724 0.447 0.740
H: 2.697 -0.880 1.164
H: 1.791 4.425 -1.169
N: -5.118 0.633 1.456
C: -5.450 0.371 0.116
C: -6.667 0.366 -0.545
C: -6.618 0.116 -1.902
C: -5.403 -0.115 -2.568
C: -4.196 -0.112 -1.898
C: -4.244 0.135 -0.534
N: -3.223 0.241 0.427
C: -3.806 0.564 1.597
C: -2.980 0.855 2.752
C: -3.313 1.276 3.996
S: -1.906 1.564 4.909
C: -0.938 1.121 3.590
N: -1.617 0.762 2.529
H: -5.779 0.858 2.185
H: -7.602 0.557 -0.036
H: -7.540 0.108 -2.467
H: -5.416 -0.289 -3.635
H: -3.261 -0.283 -2.416
H: -4.293 1.437 4.422
H: 0.142 1.126 3.637
C: -2.037 -4.522 -2.028
C: -2.990 -3.727 -1.174
O: -2.427 -2.429 -0.713
P: -1.057 -2.137 -0.064
O: -0.805 -3.040 1.179
C: -1.615 -3.021 2.408
C: -1.284 -4.256 3.202
O: 0.066 -2.488 -1.060
C: 1.409 -3.060 -0.811
C: 1.785 -3.894 -2.006
H: -2.596 -5.343 -2.476
H: -1.224 -4.951 -1.441
H: -1.621 -3.916 -2.832
H: -3.286 -4.262 -0.274
H: -3.879 -3.427 -1.718
H: -2.669 -2.991 2.126
H: -1.359 -2.112 2.953
H: -1.384 -5.146 2.581
H: -1.977 -4.344 4.039
H: -0.269 -4.213 3.594
H: 1.361 -3.645 0.105
H: 2.082 -2.216 -0.681
H: 1.173 -4.792 -2.077
H: 2.828 -4.197 -1.906
H: 1.682 -3.321 -2.928

The value obtained for the frontier orbital gap (alpha / beta) is 0.306 / 0.209 hartree. The value obtained for the HOMO energy (alpha / beta) is -16.67 / -16.68 eV. For the molecular weight, the calculation gives 817.89 g/mol. The spin multiplicity is 5. For the total energy, the calculation gives -2762.7337 Eh. As for the relative energy (zero: lowest compared OMol25 entry of this formula, charge and spin): 0.000 eV. As for the charge: +3.



Entry 4:
# C30H33FeN7O4S2

A molecular structure, C30H33FeN7O4S2 in a non-equilibrium geometry (wB97M-V/def2-TZVPD, OMol25).

Positions of all 77 atoms, in Å:
Fe: -17.983 -10.398 -4.037
C: -14.062 -5.550 -1.478
O: -14.667 -6.243 -0.347
C: -15.401 -7.324 -0.558
C: -15.708 -8.180 0.570
C: -16.373 -9.351 0.384
C: -16.793 -9.754 -0.938
C: -17.219 -11.085 -1.231
C: -17.366 -12.127 -0.203
O: -17.539 -11.529 -2.392
C: -16.512 -8.860 -2.000
O: -16.895 -9.110 -3.226
C: -15.797 -7.654 -1.825
H: -13.277 -4.933 -1.032
H: -14.843 -4.922 -1.917
H: -13.703 -6.283 -2.159
H: -15.360 -7.881 1.564
H: -16.672 -9.927 1.215
H: -17.098 -11.903 0.832
H: -16.791 -13.045 -0.419
H: -18.407 -12.399 -0.218
H: -15.560 -7.073 -2.701
S: -16.392 -11.954 -5.209
C: -17.213 -11.854 -6.689
N: -17.841 -11.744 -7.657
N: -21.671 -7.954 -3.209
C: -20.857 -7.344 -2.299
C: -19.708 -8.092 -2.365
N: -19.815 -9.062 -3.288
C: -21.044 -8.969 -3.744
H: -22.633 -7.717 -3.421
H: -21.124 -6.470 -1.746
H: -18.794 -7.802 -1.868
H: -21.473 -9.622 -4.523
C: -18.096 -16.054 -3.240
C: -19.576 -16.182 -2.992
C: -19.906 -16.064 -1.464
C: -20.476 -15.288 -3.876
N: -20.255 -13.867 -3.726
C: -19.477 -13.059 -4.430
N: -19.640 -11.843 -4.033
N: -20.516 -11.891 -3.005
N: -20.936 -13.108 -2.850
H: -17.527 -16.816 -2.676
H: -17.755 -15.067 -2.904
H: -17.850 -16.148 -4.252
H: -19.870 -17.206 -3.223
H: -19.657 -15.113 -1.023
H: -19.311 -16.809 -1.029
H: -20.921 -16.319 -1.221
H: -21.548 -15.503 -3.625
H: -20.321 -15.540 -4.942
H: -18.871 -13.411 -5.266
O: -18.403 -9.440 -5.729
S: -17.271 -8.717 -6.564
C: -17.998 -8.492 -8.172
C: -17.195 -8.860 -9.227
C: -17.511 -8.414 -10.501
C: -18.656 -7.704 -10.719
C: -19.438 -7.279 -9.642
C: -19.105 -7.644 -8.354
C: -17.384 -7.008 -6.012
C: -16.418 -6.177 -6.542
C: -16.378 -4.865 -6.077
C: -17.329 -4.367 -5.188
C: -18.242 -5.270 -4.663
C: -18.345 -6.570 -5.109
H: -16.307 -9.492 -9.058
H: -16.987 -8.777 -11.339
H: -18.869 -7.376 -11.719
H: -20.315 -6.715 -9.814
H: -19.721 -7.291 -7.489
H: -15.648 -6.570 -7.188
H: -15.637 -4.232 -6.551
H: -17.265 -3.350 -4.860
H: -18.941 -4.929 -3.896
H: -19.043 -7.266 -4.749

The value obtained for the frontier orbital gap (alpha / beta) is 0.317 / 0.269 hartree. The value obtained for the HOMO energy (alpha / beta) is -11.00 / -10.97 eV. For the molecular weight, the calculation gives 675.62 g/mol. The spin multiplicity is 6. For the total energy, the calculation gives -3907.1068 Eh. As for the relative energy (zero: lowest compared OMol25 entry of this formula, charge and spin): 0.000 eV. As for the charge: +1.



Entry 5:
# C30H33N3O12

6 unconnected molecules or ions with the total composition C30H33N3O12 in a non-equilibrium geometry (wB97M-V/def2-TZVPD, OMol25).

Positions of all 78 atoms, in Å:
O: 2.606 7.414 25.995
N: 3.553 8.177 25.896
O: 3.751 9.003 25.005
C: 4.585 8.071 26.941
C: 5.751 8.804 26.843
C: 6.794 8.831 27.810
C: 6.579 7.974 28.886
C: 5.497 7.071 28.914
C: 4.477 7.163 27.976
H: 5.795 9.487 26.008
H: 7.671 9.449 27.682
H: 7.311 7.778 29.655
H: 5.462 6.427 29.781
H: 3.644 6.482 28.069
O: -0.229 11.533 31.021
N: -0.719 10.574 31.581
O: -0.853 9.432 31.022
C: -1.355 10.745 32.885
C: -1.014 11.790 33.758
C: -1.408 11.740 35.066
C: -2.228 10.686 35.474
C: -2.589 9.700 34.629
C: -2.096 9.665 33.344
H: -0.485 12.655 33.386
H: -1.081 12.526 35.731
H: -2.610 10.745 36.483
H: -3.294 8.969 34.996
H: -2.336 8.869 32.656
O: 2.315 14.277 29.175
N: 1.430 14.471 30.011
O: 0.231 14.248 29.855
C: 1.934 14.928 31.333
C: 0.986 15.151 32.360
C: 1.499 15.345 33.610
C: 2.861 15.542 33.820
C: 3.756 15.532 32.780
C: 3.351 15.141 31.501
H: -0.079 14.992 32.272
H: 0.929 15.344 34.527
H: 3.293 15.728 34.792
H: 4.805 15.575 33.034
H: 4.151 14.900 30.816
O: 7.323 6.837 36.152
C: 6.889 7.133 35.092
C: 7.479 8.174 34.134
C: 6.854 7.912 32.738
C: 5.667 6.970 33.161
O: 5.812 6.538 34.559
H: 7.290 9.161 34.558
H: 8.559 8.040 34.191
H: 6.576 8.788 32.153
H: 7.475 7.475 31.955
H: 4.692 7.454 33.108
H: 5.743 6.085 32.531
O: 2.827 5.032 35.719
C: 1.729 5.635 35.502
C: 1.525 6.810 34.561
C: 0.232 7.352 35.182
C: -0.447 6.094 35.583
O: 0.605 5.269 36.022
H: 2.335 7.540 34.552
H: 1.495 6.416 33.545
H: 0.387 8.043 36.010
H: -0.396 7.935 34.509
H: -1.209 6.233 36.349
H: -0.920 5.550 34.765
O: 2.574 8.281 31.832
C: 2.897 9.094 30.937
C: 2.225 9.334 29.559
C: 2.956 10.577 29.067
C: 4.238 10.590 29.859
O: 3.954 9.851 31.062
H: 2.429 8.453 28.950
H: 1.183 9.606 29.728
H: 3.187 10.515 28.004
H: 2.379 11.500 29.113
H: 5.005 10.052 29.303
H: 4.484 11.584 30.232

The value obtained for the frontier orbital gap is 0.302 hartree. The value obtained for the HOMO energy is -9.35 eV. As for the SMILES: O=[N+]([O-])c1ccccc1.O=[N+]([O-])c1ccccc1.O=[N+]([O-])c1ccccc1.O=C1CCCO1.O=C1CCCO1.O=C1CCCO1. For the molecular weight, the calculation gives 627.60 g/mol. For the total energy, the calculation gives -2229.7990 Eh. As for the relative energy (zero: lowest compared OMol25 entry of this formula, charge and spin): 0.984 eV. As for the charge: 0.



Entry 6:
# C30H33N4O5PdS2

A molecular structure, C30H33N4O5PdS2 (wB97M-V/def2-TZVPD, OMol25).

Positions of all 75 atoms, in Å:
Pd: 0.372 0.087 0.029
O: -0.337 -1.836 1.254
S: -0.070 -3.171 1.892
C: -1.566 -4.141 1.564
C: -2.868 -3.341 1.688
C: -3.532 -3.105 0.329
C: -2.747 -2.175 -0.593
S: -3.155 -0.402 -0.542
O: -1.843 0.303 -0.836
C: -3.566 -0.079 1.157
C: -4.887 -0.259 1.551
C: -5.244 0.021 2.860
C: -4.294 0.515 3.746
C: -2.992 0.738 3.323
C: -2.615 0.438 2.022
C: -0.279 -2.936 3.648
C: -0.155 -4.031 4.497
C: -0.288 -3.839 5.861
C: -0.522 -2.564 6.365
C: -0.616 -1.480 5.507
C: -0.491 -1.660 4.134
H: -1.521 -4.991 2.247
H: -1.420 -4.531 0.554
H: -2.677 -2.387 2.184
H: -3.560 -3.889 2.327
H: -4.550 -2.739 0.476
H: -3.641 -4.064 -0.183
H: -2.908 -2.427 -1.643
H: -1.676 -2.195 -0.387
H: -5.634 -0.595 0.842
H: -6.267 -0.123 3.182
H: -4.580 0.749 4.763
H: -2.258 1.151 4.003
H: -1.599 0.616 1.694
H: 0.050 -5.019 4.102
H: -0.199 -4.682 6.534
H: -0.618 -2.418 7.432
H: -0.780 -0.487 5.904
H: -0.538 -0.826 3.447
C: -2.168 0.642 -4.103
N: -1.235 1.463 -3.379
C: -1.710 2.621 -2.673
C: 0.136 0.985 -3.240
C: 1.007 1.902 -2.438
C: 1.663 2.936 -3.112
C: 2.422 3.855 -2.412
C: 2.521 3.731 -1.032
C: 1.884 2.688 -0.373
C: 1.107 1.747 -1.053
H: -2.824 1.268 -4.705
H: -2.780 0.103 -3.372
H: -1.631 -0.072 -4.722
H: -2.709 2.875 -3.015
H: -1.011 3.446 -2.809
H: -1.718 2.373 -1.606
H: 0.501 0.823 -4.262
H: 0.048 -0.009 -2.782
H: 1.585 3.010 -4.193
H: 2.938 4.650 -2.933
H: 3.107 4.446 -0.467
H: 1.986 2.621 0.703
O: 0.558 0.988 2.172
C: 1.693 0.473 2.260
O: 2.218 -0.197 1.324
H: 2.273 0.606 3.184
N: 3.017 -1.942 -0.717
C: 2.069 -2.003 -1.643
O: 0.949 -1.492 -1.564
C: 2.377 -2.755 -2.897
C: 1.415 -2.687 -3.919
N: 0.631 -2.589 -4.761
C: 3.574 -3.460 -3.069
N: 4.594 -3.993 -3.172
H: 3.920 -2.361 -0.870
H: 2.849 -1.402 0.136

The value obtained for the frontier orbital gap (alpha / beta) is 0.290 / 0.194 hartree. The value obtained for the HOMO energy (alpha / beta) is -9.82 / -10.98 eV. For the molecular weight, the calculation gives 700.17 g/mol. The spin multiplicity is 5. For the total energy, the calculation gives -2682.0847 Eh. As for the relative energy (zero: lowest compared OMol25 entry of this formula, charge and spin): 0.000 eV. As for the charge: +1.